Molecular formula: C26H31N2O8Pd
Method: DFT, ωB97M-V/def2-TZVPD

Each line ends with the Mulliken charge.
CARTESIAN COORDINATES (ANGSTROEM)
O (0.23, 0.12, -6.16)  -0.51
C (0.04, 1.46, -6.74)  -0.45
C (-0.10, 0.93, -8.17)  -0.80
H (0.92, 2.07, -6.52)  0.31
H (-0.87, 1.93, -6.34)  0.27
C (0.07, -0.46, -7.49)  1.47
H (0.68, 1.27, -8.86)  0.31
H (-1.10, 1.08, -8.58)  0.30
C (1.32, -1.25, -7.83)  -1.60
H (2.20, -0.61, -7.75)  0.37
H (1.29, -1.62, -8.86)  0.40
H (1.36, -2.13, -7.16)  0.35
C (-1.17, -1.34, -7.61)  -1.74
H (-2.08, -0.79, -7.33)  0.37
H (-1.05, -2.24, -6.99)  0.37
H (-1.29, -1.67, -8.65)  0.43
Pd (-0.38, -0.30, 1.93)  0.19
C (-2.60, -0.70, 2.13)  -0.30
C (-2.32, 0.72, 2.24)  -0.72
C (-1.97, 1.19, 0.91)  -0.73
H (-2.43, 1.33, 3.12)  0.51
C (-2.13, 0.10, 0.01)  0.44
C (-2.46, -1.06, 0.75)  -0.96
H (-2.66, -2.05, 0.34)  0.54
H (-2.90, -1.35, 2.94)  0.41
H (-1.77, 2.23, 0.63)  0.52
H (-2.11, 0.17, -1.08)  0.77
C (0.80, -2.17, 2.60)  -0.24
C (-0.13, -2.62, 1.61)  -0.59
C (0.24, -2.03, 0.35)  -0.25
H (-0.96, -3.30, 1.79)  0.49
C (1.35, -1.17, 0.57)  -0.16
C (1.71, -1.25, 1.96)  -0.75
H (2.55, -0.75, 2.43)  0.43
H (0.81, -2.50, 3.63)  0.52
H (-0.21, -2.22, -0.62)  0.64
H (1.87, -0.60, -0.20)  0.52
O (0.84, 0.51, -1.99)  -0.34
C (-0.09, -0.19, -2.84)  -0.36
C (-0.76, 0.84, -3.74)  0.16
H (-0.87, -0.72, -2.25)  0.00
H (0.48, -0.95, -3.41)  0.39
C (0.18, 2.07, -3.60)  -0.58
H (-1.76, 1.09, -3.38)  0.32
H (-0.84, 0.47, -4.75)  -0.18
C (0.59, 1.94, -2.14)  -0.30
H (-0.28, 3.01, -3.93)  0.45
H (1.09, 1.89, -4.21)  0.19
H (-0.26, 2.26, -1.52)  -0.04
H (1.50, 2.50, -1.88)  0.42
O (-0.76, -0.70, 4.31)  -0.53
C (0.11, 0.20, 4.57)  0.86
O (0.69, 0.93, 3.71)  -0.69
C (0.49, 0.37, 6.03)  0.38
C (1.83, 0.58, 6.38)  -0.55
C (2.20, 0.59, 7.74)  -0.22
C (1.24, 0.45, 8.75)  -0.32
C (-0.11, 0.31, 8.39)  -0.25
C (-0.48, 0.21, 7.03)  -0.38
N (-1.14, 0.21, 9.39)  0.96
O (-0.83, 0.28, 10.60)  -0.56
O (-2.33, 0.13, 8.98)  -0.58
N (3.60, 0.65, 8.10)  0.97
O (4.45, 0.77, 7.19)  -0.57
O (3.88, 0.62, 9.31)  -0.56
H (2.56, 0.74, 5.59)  0.59
H (1.54, 0.49, 9.79)  0.60
H (-1.52, 0.03, 6.78)  0.59

Properties
2S+1   5
⟨S²⟩   6.02
Net charge   +1


Molecular formula: C26H31N2O8Ti
Method: DFT, ωB97M-V/def2-TZVPD

Each line ends with the Mulliken charge.
CARTESIAN COORDINATES (ANGSTROEM)
O (0.22, 1.82, -4.30)  -0.38
C (1.34, 2.74, -4.78)  -0.52
C (0.29, 3.86, -5.06)  -0.68
H (1.75, 2.28, -5.69)  0.32
H (2.16, 2.97, -4.03)  0.23
C (-0.60, 3.02, -4.08)  1.53
H (0.06, 3.88, -6.15)  0.33
H (0.53, 4.88, -4.69)  0.28
C (-2.10, 2.81, -4.40)  -1.55
H (-2.37, 1.84, -4.87)  0.26
H (-2.55, 3.57, -5.05)  0.43
H (-2.74, 2.95, -3.51)  0.33
C (-0.39, 3.29, -2.58)  -1.80
H (0.66, 3.42, -2.42)  0.41
H (-0.65, 2.42, -1.97)  0.23
H (-0.97, 4.17, -2.29)  0.42
Ti (-0.10, -0.01, 0.38)  0.97
C (0.58, 1.79, 2.34)  -0.44
C (1.67, 0.88, 2.28)  -0.50
C (2.20, 0.92, 0.96)  -1.23
H (2.02, 0.26, 3.09)  0.76
C (1.38, 1.82, 0.16)  -0.34
C (0.40, 2.38, 1.07)  -0.55
H (-0.24, 3.23, 0.83)  0.62
H (0.00, 1.99, 3.23)  0.49
H (3.14, 0.45, 0.65)  0.46
H (1.61, 2.17, -0.85)  0.49
C (-2.12, 0.33, 2.04)  -0.32
C (-2.22, 1.22, 0.93)  -0.75
C (-2.11, 0.46, -0.29)  -0.99
H (-2.55, 2.25, 0.98)  0.50
C (-2.04, -0.94, 0.11)  -0.46
C (-1.97, -0.98, 1.55)  -0.84
H (-2.02, -1.88, 2.16)  0.63
H (-2.22, 0.60, 3.09)  0.62
H (-2.18, 0.84, -1.30)  0.74
H (-2.15, -1.81, -0.52)  0.80
O (-0.81, -1.31, -2.40)  -0.37
C (-0.95, -1.51, -3.89)  -0.43
C (0.39, -2.01, -4.45)  -0.41
H (-1.35, -0.65, -4.42)  0.16
H (-1.62, -2.38, -4.13)  0.31
C (0.71, -3.01, -3.30)  -0.82
H (1.10, -1.18, -4.58)  0.18
H (0.25, -2.46, -5.44)  0.35
C (-0.14, -2.55, -2.09)  -0.08
H (1.74, -2.96, -2.99)  0.35
H (0.55, -4.07, -3.57)  0.32
H (0.60, -2.39, -1.31)  -0.19
H (-0.94, -3.23, -1.83)  0.45
O (1.80, -3.36, 1.63)  -0.67
C (1.13, -2.41, 1.97)  -0.14
O (0.65, -1.51, 1.11)  0.10
C (0.89, -2.23, 3.43)  0.81
C (0.21, -1.16, 4.00)  0.25
C (0.22, -0.86, 5.39)  -0.77
C (0.79, -1.76, 6.29)  -0.33
C (1.38, -2.92, 5.75)  -0.32
C (1.48, -3.11, 4.35)  -0.72
N (1.80, -3.97, 6.66)  0.96
O (1.74, -3.77, 7.89)  -0.58
O (2.18, -5.04, 6.13)  -0.57
N (-0.46, 0.31, 5.88)  0.98
O (-1.04, 1.05, 5.04)  -0.59
O (-0.46, 0.53, 7.11)  -0.62
H (-0.33, -0.45, 3.39)  0.68
H (0.70, -1.58, 7.37)  0.58
H (2.06, -3.95, 3.99)  0.62

Properties
2S+1   2
⟨S²⟩   0.76


no.,calculated total energy (hartree)
1,-1847.98787
2,-2569.94080